No. 1
ORCA calculation (ωB97M-V/def2-TZVPD) on the molecule C5H10O2.

```
17
Properties=species:S:1:pos:R:3:mulliken_charge:R:1
C 2.546 -0.649 -0.225 -1.2447
C 1.143 -0.810 0.319 -0.1586
O 0.358 0.261 -0.165 -0.3803
C -1.009 0.176 0.174 0.3866
C -1.506 1.524 0.671 -1.3667
C -1.797 -0.273 -1.049 -0.0580
O -2.988 -0.122 -1.169 -0.4820
H 2.947 0.330 0.051 0.3009
H 3.204 -1.424 0.178 0.3801
H 2.543 -0.724 -1.316 0.3034
H 0.716 -1.773 -0.002 0.3117
H 1.145 -0.803 1.421 0.3115
H -1.164 -0.590 0.951 0.2953
H -2.596 1.510 0.755 0.3877
H -1.063 1.768 1.639 0.3338
H -1.223 2.300 -0.047 0.3367
H -1.183 -0.752 -1.843 0.3427
```

The calculation puts the energy above the lowest of the compared OMol25 structures with the same formula, charge and spin at 1.673 eV. As for the SMILES: CCO[C@@H](C)C=O. The gap between HOMO and LUMO is 10.54 eV. As for the HOMO energy: -9.598 eV.

No. 2
ORCA calculation (ωB97M-V/def2-TZVPD) on a cluster of 10 separate species, C56H114N10O6 in total.

```
186
Properties=species:S:1:pos:R:3:mulliken_charge:R:1
C 0.978 3.453 5.145 -0.3933
C 1.431 4.933 5.011 -0.6895
N 2.105 5.151 3.692 0.3225
C 3.445 5.069 3.448 -0.5044
C 3.698 5.062 2.112 -0.2673
N 2.477 4.946 1.473 0.3283
C 1.492 5.022 2.483 -0.7057
C 2.295 4.601 0.064 -0.7204
H 0.300 3.308 4.304 -0.1727
H 0.376 3.347 6.048 0.4876
H 1.801 2.741 5.083 0.2569
H 2.152 5.097 5.812 0.3265
H 0.544 5.567 4.995 0.3579
H 4.124 4.987 4.284 0.4196
H 4.675 4.974 1.658 0.4203
H 0.420 5.043 2.355 0.6706
H 1.971 3.598 -0.216 0.0009
H 3.211 4.730 -0.512 0.4520
H 1.636 5.364 -0.350 0.3069
C -1.170 -4.115 -2.922 -1.4055
C -0.205 -3.677 -1.750 0.3477
N 1.153 -3.772 -2.247 1.0098
C 2.166 -2.872 -2.035 -0.0442
C 3.299 -3.398 -2.643 -0.9143
N 2.980 -4.694 -2.990 0.0981
C 1.675 -4.957 -2.771 -0.2849
C 3.949 -5.617 -3.443 -0.7176
H -1.069 -3.550 -3.848 0.2798
H -2.208 -4.055 -2.593 0.4052
H -0.931 -5.102 -3.319 0.5224
H -0.229 -4.313 -0.865 0.5186
H -0.448 -2.648 -1.483 -0.7718
H 2.003 -1.876 -1.649 -0.0468
H 4.315 -3.065 -2.794 0.7913
H 1.192 -5.877 -3.065 0.4606
H 3.463 -6.560 -3.694 0.3350
H 4.739 -5.670 -2.694 0.2082
H 4.419 -5.241 -4.352 0.3372
C 4.519 1.267 -7.887 -1.0620
C 3.726 0.327 -6.917 -0.3966
N 3.970 0.621 -5.520 0.3512
C 3.948 -0.244 -4.468 -0.8812
C 3.968 0.463 -3.251 -0.5534
N 4.104 1.801 -3.578 0.2370
C 3.995 1.954 -4.962 -0.3797
C 4.063 2.854 -2.599 -0.4936
H 4.222 2.272 -7.588 0.3076
H 4.360 1.158 -8.960 0.3927
H 5.577 1.057 -7.728 0.3426
H 4.041 -0.702 -7.091 0.3447
H 2.644 0.226 -6.992 0.3180
H 3.880 -1.307 -4.648 0.5299
H 3.837 0.146 -2.227 0.9359
H 3.855 2.922 -5.421 0.3908
H 3.455 2.406 -1.813 -0.0882
H 3.549 3.752 -2.940 0.4136
H 5.084 3.004 -2.248 0.2908
C 6.320 -7.505 -0.263 -1.2128
C 5.372 -6.755 0.689 -0.4972
C 5.408 -5.217 0.676 -0.5463
N 4.389 -4.480 1.617 0.2928
C 4.403 -5.036 3.075 -0.9821
C 2.961 -4.571 0.996 -1.1124
C 2.247 -3.206 1.364 1.0977
C 3.383 -2.203 1.270 1.1532
C 4.677 -2.928 1.614 -0.9554
H 6.395 -8.591 -0.214 0.3902
H 7.278 -6.984 -0.236 0.3302
H 5.910 -7.283 -1.248 0.1736
H 5.825 -7.081 1.625 0.3572
H 4.358 -7.153 0.732 0.3764
H 5.173 -4.793 -0.299 0.1279
H 6.391 -4.761 0.793 0.6744
H 4.172 -6.099 3.011 0.4335
H 3.787 -4.511 3.805 0.3237
H 5.431 -4.996 3.436 0.4129
H 2.542 -5.500 1.382 0.5805
H 2.950 -4.659 -0.091 -0.2095
H 2.045 -3.224 2.435 -0.3230
H 1.321 -2.958 0.844 -0.0798
H 3.307 -1.303 1.880 0.2288
H 3.373 -1.813 0.253 -0.9466
H 5.263 -2.748 2.516 0.3379
H 5.356 -2.756 0.779 0.4362
C -3.548 3.376 -6.127 -1.4587
C -3.132 2.645 -4.853 -0.2723
C -2.572 1.291 -4.865 -0.5087
N -1.836 0.811 -3.514 0.8395
C -2.543 1.333 -2.287 -1.2755
C -0.400 1.379 -3.555 -0.5004
C 0.477 0.238 -3.921 1.8660
C -0.443 -0.869 -4.438 -0.7334
C -1.617 -0.705 -3.507 -0.4729
H -4.004 2.727 -6.874 0.3542
H -2.709 3.869 -6.619 0.3674
H -4.307 4.121 -5.888 0.3970
H -3.948 2.628 -4.132 0.3102
H -2.474 3.278 -4.257 0.2455
H -1.833 1.163 -5.656 0.3473
H -3.403 0.586 -4.907 0.3723
H -3.628 1.253 -2.358 0.5456
H -2.225 2.350 -2.057 0.3543
H -2.151 0.822 -1.408 0.1642
H -0.116 1.812 -2.596 -0.5083
H -0.376 2.230 -4.236 0.4476
H 1.001 0.022 -2.990 -0.6868
H 1.213 0.427 -4.702 -0.5286
H 0.052 -1.834 -4.548 0.3482
H -0.734 -0.744 -5.480 0.5440
H -1.424 -1.044 -2.489 -0.2037
H -2.498 -1.289 -3.774 0.5525
C -9.116 5.577 1.986 -1.3263
C -7.751 5.107 2.461 -0.1732
C -7.478 3.637 2.106 -0.9390
N -5.981 3.201 2.253 0.4671
C -5.628 3.289 3.769 -0.9936
C -4.916 4.000 1.456 -1.2441
C -3.718 3.138 1.409 0.0003
C -4.288 1.669 1.307 1.3358
C -5.718 1.753 1.792 -0.9856
H -9.347 5.184 0.996 0.3393
H -9.137 6.664 2.073 0.3607
H -9.938 5.162 2.568 0.3610
H -7.796 5.082 3.550 0.3209
H -6.901 5.686 2.099 0.3220
H -7.749 3.454 1.066 0.5203
H -8.043 2.966 2.752 0.4329
H -6.432 2.777 4.299 0.3892
H -5.590 4.360 3.970 0.3746
H -4.685 2.781 3.971 0.3228
H -4.779 5.065 1.643 0.6337
H -5.276 4.064 0.429 0.3042
H -3.140 3.420 2.289 0.1499
H -3.021 3.405 0.614 -0.0246
H -3.702 1.025 1.963 -0.8585
H -4.324 1.312 0.278 0.0848
H -5.942 1.181 2.692 0.3727
H -6.528 1.496 1.109 0.3633
C -1.993 0.312 4.556 -1.4953
C -1.502 -1.110 4.505 -0.4608
C -1.650 -1.717 3.069 -0.3741
N -1.791 -3.230 3.136 0.3801
C -0.674 -3.716 4.053 -0.8097
C -1.714 -3.818 1.693 0.7454
C -2.474 -5.112 1.662 -0.6171
C -3.166 -5.250 2.988 -0.9570
C -3.166 -3.853 3.555 -0.5125
H -1.966 0.589 5.610 0.3825
H -2.994 0.431 4.140 0.4777
H -1.415 1.008 3.950 0.1229
H -2.132 -1.673 5.193 0.4820
H -0.485 -1.207 4.886 0.4928
H -0.840 -1.418 2.403 -0.0316
H -2.583 -1.469 2.563 0.4154
H -1.037 -3.605 5.074 0.3742
H 0.281 -3.205 3.928 0.1316
H -0.732 -4.797 3.923 0.5322
H -0.666 -3.904 1.405 -0.8563
H -2.169 -3.134 0.976 0.2102
H -1.747 -5.879 1.397 0.4161
H -3.188 -5.064 0.839 0.4129
H -2.657 -5.957 3.643 0.2991
H -4.175 -5.636 2.842 0.4428
H -3.491 -3.715 4.586 0.4357
H -3.907 -3.239 3.042 0.3872
C -1.555 5.421 -1.250 -0.1765
C -1.858 6.222 0.017 0.4524
O -3.004 6.658 0.197 -0.7281
O -0.865 6.577 0.670 -0.6986
H -0.514 5.101 -1.274 -0.1893
H -1.600 6.030 -2.153 0.5487
H -2.325 4.662 -1.394 -0.1059
C 0.005 1.653 0.435 0.2859
C 0.672 0.374 -0.151 0.8349
O -0.046 -0.618 -0.252 -0.6191
O 1.786 0.560 -0.696 -0.7803
H -0.989 1.487 0.850 -0.4545
H -0.197 2.327 -0.398 -0.1783
H 0.631 2.060 1.230 0.0480
C 1.841 0.433 3.524 0.1638
C 2.630 -0.037 4.706 0.0803
O 2.462 -1.219 5.066 -0.7079
O 3.348 0.718 5.310 -0.7225
H 2.327 1.344 3.174 0.4709
H 0.837 0.705 3.849 -0.2857
H 1.498 -0.219 2.721 0.0307
```

As for the charge: +4. The gap between HOMO and LUMO is 4.87 eV. As for the HOMO energy: -13.497 eV.

No. 3
ORCA calculation (ωB97M-V/def2-TZVPD) on a structure of composition C21H28B2F4MgN7O4.

```
67
Properties=species:S:1:pos:R:3:mulliken_charge:R:1
Mg 0.778 -1.599 -0.148 2.1324
C 0.841 1.482 -3.545 -1.1043
C 1.240 0.576 -2.414 0.2113
N 0.680 -0.569 -2.125 0.0771
O -0.431 -0.871 -3.013 -0.6181
B -1.565 -1.192 -2.222 0.6233
F -1.114 -1.956 -1.000 -0.1491
F -2.436 -1.977 -2.899 -0.2420
O -2.289 -0.017 -1.620 -0.5249
N -1.718 0.601 -0.535 0.6396
C -1.918 0.015 0.745 0.5210
C -3.180 -0.712 0.933 -1.0798
C -0.922 0.205 1.753 -0.4057
N 0.314 0.017 1.281 0.3547
O 1.304 0.278 2.209 -0.3469
B 2.683 -0.308 1.723 0.4400
F 3.487 -0.315 2.803 -0.2888
F 2.343 -1.639 1.295 -0.3854
O 3.286 0.394 0.531 -0.3847
N 2.567 -0.039 -0.616 -0.0635
C 2.345 0.932 -1.473 0.6066
C 3.146 2.172 -1.474 -1.2809
C -1.202 0.441 3.208 -1.5463
H -0.058 1.081 -4.007 0.2865
H 1.672 1.483 -4.239 0.4504
H 0.714 2.464 -3.083 -0.0610
H -3.437 -0.791 1.994 0.4844
H -2.982 -1.733 0.550 0.0438
H -4.025 -0.334 0.348 0.3616
H 4.212 1.890 -1.578 0.3693
H 3.062 2.636 -0.491 0.2921
H 2.875 2.869 -2.287 0.3684
H -2.111 1.056 3.289 0.4346
H -0.312 0.898 3.689 0.4503
H -1.369 -0.541 3.706 0.2970
N 0.993 9.388 0.322 -0.4502
C 0.672 8.276 0.059 -0.0791
C 0.252 6.957 -0.295 0.6640
C 0.833 6.260 -1.336 -0.8226
C 0.318 5.026 -1.686 -0.2762
C -0.663 4.384 -0.892 0.3436
C -1.305 5.156 0.092 -0.6470
C -0.816 6.393 0.425 -0.5552
C -0.935 2.978 -1.034 -0.0412
C -1.364 1.852 -0.692 0.0057
H 1.727 6.637 -1.820 0.4524
H 0.733 4.559 -2.565 0.5050
H -2.079 4.730 0.677 0.5232
H -1.320 6.910 1.239 0.4333
C -0.997 -4.257 2.483 -1.4046
C -0.371 -4.725 1.147 1.4266
C 0.517 -5.974 1.297 -1.7563
C -1.412 -4.992 0.028 -1.6783
N 0.558 -3.668 0.740 -0.3195
N 1.040 -3.808 -0.631 -0.6150
H -1.746 -4.963 2.854 0.4660
H -1.463 -3.261 2.309 0.1620
H -0.183 -4.175 3.239 0.4165
H 0.172 -6.498 2.190 0.4695
H 1.544 -5.757 1.509 0.4082
H 0.461 -6.716 0.511 0.3421
H -2.120 -5.722 0.399 0.5400
H -0.893 -5.484 -0.839 0.4646
H -1.951 -4.105 -0.343 0.1081
H 1.422 -3.671 1.329 0.4360
H 0.250 -3.981 -1.248 0.1892
H 1.645 -4.647 -0.754 0.3268
```

The calculation puts the energy above the lowest of the compared OMol25 structures with the same formula, charge and spin at 0.000 eV. As for the charge: +1. The gap between HOMO and LUMO (alpha / beta) is 6.26 / 6.26 eV. As for the HOMO energy (alpha / beta): -11.859 / -11.859 eV.